C6H11NO in the gas phase, computed with ωB97M-V/def2-TZVPD.

Geometry as XYZ:
```
19
Properties=species:S:1:pos:R:3:lowdin_charge:R:1
C -1.876 -0.858 -0.033 0.072
C 1.775 0.410 -0.850 -0.047
C 0.602 -0.477 -0.666 -0.350
C -0.793 -0.009 -0.413 -0.564
N -1.091 1.128 -1.274 0.072
C -0.299 0.557 1.058 -0.097
C 0.268 -0.036 2.107 -0.013
O 0.820 -1.775 -0.378 0.058
H 1.762 -1.931 -0.226 0.117
H -1.977 1.536 -0.988 0.081
H -1.181 0.805 -2.230 0.090
H -1.735 -1.663 0.669 0.062
H -2.877 -0.608 -0.353 0.051
H -0.589 1.600 1.112 0.105
H 1.463 1.426 -1.080 0.082
H 2.401 0.036 -1.666 0.086
H 2.373 0.433 0.078 0.085
H 0.581 -1.073 2.092 0.058
H 0.370 0.498 3.041 0.053
```

Results
Orbital gap (spin up / spin down) in Ha: 0.235 / 0.293
ΔE to the lowest compared entry with this formula, charge and spin in kJ/mol: 510.1
LUMO energy (spin up / spin down) in hartree: 0.0159 / 0.0273
Max |F| in eV Å⁻¹: 2.30
HOMO (spin up / spin down) in hartree: -0.21873 / -0.26547



A molecular structure, C3H14EuN3O, computed with ωB97M-V/def2-TZVPD.

Geometry as XYZ:
```
22
Properties=species:S:1:pos:R:3:lowdin_spin:R:1
C -0.962 3.700 0.589 -0.012
Eu -1.619 -1.180 0.781 7.061
N -2.890 -0.098 -0.840 -0.019
H -0.082 3.037 0.074 -0.023
H 0.026 3.584 0.977 -0.006
H -0.940 4.776 0.902 -0.008
H -1.549 3.096 1.293 0.001
H -1.470 3.710 -0.378 -0.001
H -3.644 -0.712 -1.199 -0.003
H -2.169 -0.025 -1.558 -0.001
H -3.208 0.869 -0.558 0.001
C 0.953 -3.417 0.118 0.002
N 1.922 -2.315 -0.133 0.001
C 1.660 -1.018 0.074 0.001
N 2.626 -0.115 -0.170 0.003
O 0.521 -0.592 0.484 -0.009
H -0.143 -3.120 0.282 0.010
H 1.273 -4.015 0.994 0.000
H 0.955 -4.098 -0.750 -0.001
H 2.875 -2.527 -0.454 0.001
H 2.328 0.830 0.015 0.000
H 3.538 -0.370 -0.541 0.002
```

Results
2S+1: 8
Orbital gap (spin up / spin down) in Ha: 0.103 / 0.104
⟨S²⟩: 15.775
LUMO energy (spin up / spin down) in hartree: 0.0971 / 0.0963
Max |F| in eV Å⁻¹: 3.94
HOMO (spin up / spin down) in hartree: -0.00567 / -0.00728
Net charge: -1



A molecular structure, C21H21CoN5O6, computed with ωB97M-V/def2-TZVPD.

Geometry as XYZ:
```
54
Properties=species:S:1:pos:R:3:lowdin_spin:R:1
Co 8.469 9.721 9.667 2.733
O 5.820 12.191 11.452 0.021
C 6.775 11.498 11.108 0.012
N 6.851 10.738 10.028 0.076
C 5.745 10.470 9.200 0.009
C 6.156 9.805 7.941 0.006
C 5.353 9.531 6.850 0.001
C 5.831 9.094 5.644 0.001
C 7.169 8.754 5.552 0.002
C 7.980 8.990 6.672 0.003
N 7.490 9.553 7.837 0.038
C 8.042 11.327 11.990 0.003
C 8.163 12.068 13.135 0.000
C 9.378 12.035 13.847 0.002
C 10.402 11.311 13.341 0.002
C 10.229 10.601 12.143 0.006
N 9.077 10.596 11.472 0.036
H 5.220 11.413 8.942 0.002
H 4.990 9.924 9.835 0.002
H 4.343 9.914 6.859 0.000
H 5.140 9.050 4.836 0.000
H 7.610 8.376 4.640 0.000
H 9.076 8.772 6.623 0.000
H 7.407 12.761 13.510 0.000
H 9.473 12.631 14.708 0.000
H 11.369 11.520 13.785 0.000
H 11.077 10.050 11.730 0.001
O 12.194 4.503 10.061 0.027
C 11.588 5.514 9.826 0.005
C 10.157 5.822 10.441 0.040
O 9.493 4.944 11.029 0.155
C 9.728 7.191 10.205 0.168
C 10.728 7.887 9.379 0.084
O 10.549 9.129 9.016 0.241
C 11.936 6.836 9.172 0.012
O 12.846 7.068 8.458 0.059
O 8.521 7.567 10.420 0.254
N 7.044 6.095 12.166 0.000
C 7.422 6.237 13.602 0.000
C 7.636 7.646 13.938 0.000
N 6.373 8.366 13.748 0.000
C 5.847 8.264 12.311 0.000
C 5.659 6.730 12.018 0.000
H 6.986 5.106 11.965 0.000
H 7.642 6.572 11.490 0.000
H 8.323 5.635 13.719 0.000
H 6.573 5.812 14.100 0.000
H 8.414 8.105 13.329 0.000
H 7.836 7.716 15.002 0.000
H 6.142 9.187 14.237 0.000
H 6.479 8.667 11.556 0.000
H 4.899 8.793 12.383 0.000
H 5.340 6.649 11.010 0.000
H 4.896 6.252 12.701 0.000
```

Results
2S+1: 5
Orbital gap (spin up / spin down) in Ha: 0.283 / 0.215
ΔE to the lowest compared entry with this formula, charge and spin in kJ/mol: 64.3
⟨S²⟩: 6.029
LUMO energy (spin up / spin down) in hartree: -0.1437 / -0.2135
Max |F| in eV Å⁻¹: 4.21
HOMO (spin up / spin down) in hartree: -0.42671 / -0.42872
Net charge: +1



4 unconnected molecules or ions with the total composition C48H79BBr2F13N3O10S, computed with ωB97M-V/def2-TZVPD.

Geometry as XYZ:
```
157
Properties=species:S:1:pos:R:3:lowdin_spin:R:1
C -0.072 3.548 3.546 0.000
C -0.345 5.109 3.072 0.000
O 0.669 5.818 2.551 0.000
O -1.717 5.681 3.262 0.000
C -2.461 5.437 2.010 0.000
O -2.794 6.444 1.200 0.000
C -2.989 3.923 1.540 0.000
C -4.470 3.995 0.750 0.000
O -5.380 4.238 1.842 0.000
B -6.659 3.698 1.311 0.000
C -7.544 4.888 0.559 0.000
C -7.385 2.778 2.468 0.000
C -8.951 3.174 2.754 0.000
C -9.646 1.861 3.473 0.000
C -11.196 2.104 3.968 0.000
O -11.975 0.837 4.104 0.000
C -11.131 -0.231 4.665 0.000
O -11.237 -0.664 5.928 0.000
O -6.339 2.678 0.264 0.000
C -4.853 2.547 0.098 0.000
C -4.569 1.337 1.212 0.000
C -3.311 0.368 0.837 0.000
C -2.848 -0.702 1.975 0.000
F -2.393 0.120 3.160 0.000
F -1.603 -1.447 1.551 0.000
C -3.997 -1.710 2.556 0.000
F -3.304 -2.463 3.674 0.000
F -5.094 -0.973 3.289 0.000
C -4.530 -2.865 1.534 0.000
F -3.902 -2.647 0.172 0.000
F -3.928 -4.185 1.959 0.000
C -6.130 -2.926 1.250 0.000
F -6.779 -1.599 0.994 0.000
F -6.273 -3.654 -0.070 0.000
S -7.190 -3.856 2.455 0.000
F -7.980 -2.361 2.892 0.000
F -8.407 -4.018 1.208 0.000
F -6.588 -5.400 2.023 0.000
F -6.145 -3.663 3.786 0.000
F -8.293 -4.644 3.506 0.000
C -4.754 2.204 -1.487 0.000
Br -5.712 0.494 -2.065 0.000
C -4.096 2.965 -2.574 0.000
C -3.268 4.322 -2.205 0.000
Br -4.237 2.227 -4.471 0.000
H -0.816 3.360 4.458 0.000
H -0.390 2.875 2.621 0.000
H 1.049 3.343 3.832 0.000
H -2.159 3.383 0.904 0.000
H -3.077 3.318 2.554 0.000
H -4.570 4.908 -0.034 0.000
H -8.479 4.459 -0.020 0.000
H -7.840 5.759 1.319 0.000
H -6.832 5.366 -0.257 0.000
H -7.389 1.657 2.081 0.000
H -6.792 2.768 3.501 0.000
H -9.569 3.359 1.752 0.000
H -9.016 4.124 3.458 0.000
H -9.015 1.665 4.463 0.000
H -9.551 0.968 2.700 0.000
H -11.819 2.818 3.257 0.000
H -11.160 2.632 5.029 0.000
H -10.340 -0.801 3.979 0.000
H -4.557 1.742 2.321 0.000
H -5.548 0.656 1.149 0.000
H -3.518 -0.141 -0.218 0.000
H -2.372 1.080 0.641 0.000
H -4.073 5.215 -2.210 0.000
H -2.506 4.583 -3.044 0.000
H -2.791 4.347 -1.135 0.000
C 6.227 1.584 3.189 0.002
C 5.190 1.025 2.173 0.021
C 5.921 0.424 0.942 0.012
C 6.457 1.467 -0.035 0.001
C 5.370 2.462 -0.425 0.013
C 4.690 3.123 0.801 0.022
N 4.221 2.114 1.810 0.303
O 3.066 1.503 1.292 0.622
C 5.678 4.122 1.462 0.001
C 3.533 4.043 0.295 -0.001
C 4.516 -0.160 2.943 -0.001
H 5.790 2.372 3.815 0.001
H 6.582 0.810 3.880 0.000
H 7.124 1.979 2.708 0.000
H 5.236 -0.233 0.388 0.002
H 6.753 -0.212 1.271 0.001
H 7.318 1.988 0.396 0.000
H 6.829 0.963 -0.935 0.001
H 5.805 3.230 -1.077 0.001
H 4.622 1.940 -1.035 0.003
H 5.255 4.548 2.380 0.001
H 5.897 4.959 0.788 0.000
H 6.647 3.688 1.705 0.000
H 2.796 3.504 -0.310 -0.001
H 3.921 4.848 -0.343 0.000
H 3.009 4.516 1.134 0.000
H 3.970 0.198 3.824 0.000
H 5.266 -0.880 3.290 0.000
H 3.822 -0.731 2.315 -0.001
C -0.527 -6.870 -1.698 0.002
C 0.859 -6.556 -1.066 0.021
C 1.060 -7.399 0.222 0.012
C 0.286 -6.884 1.432 0.001
C 0.545 -5.399 1.657 0.013
C 0.271 -4.542 0.394 0.022
N 0.966 -5.077 -0.825 0.308
O 2.331 -4.760 -0.707 0.616
C -1.260 -4.465 0.146 0.001
C 0.660 -3.060 0.701 -0.001
C 1.881 -7.076 -2.132 -0.001
H -0.889 -6.032 -2.306 0.001
H -0.484 -7.736 -2.370 0.000
H -1.288 -7.115 -0.955 0.000
H 2.127 -7.419 0.489 0.002
H 0.774 -8.443 0.037 0.001
H -0.785 -7.073 1.309 0.000
H 0.592 -7.445 2.324 0.001
H -0.073 -5.050 2.494 0.001
H 1.587 -5.270 1.979 0.003
H -1.484 -3.932 -0.785 0.001
H -1.761 -3.923 0.959 0.000
H -1.750 -5.437 0.107 0.000
H 1.703 -2.953 1.020 -0.001
H 0.049 -2.654 1.517 0.000
H 0.501 -2.420 -0.175 0.000
H 1.799 -6.512 -3.069 0.000
H 1.702 -8.131 -2.365 0.000
H 2.920 -7.019 -1.785 -0.001
C 8.260 -1.577 -4.059 0.002
C 7.010 -0.754 -4.484 0.021
C 6.485 -1.255 -5.857 0.012
C 7.314 -0.790 -7.050 0.001
C 7.522 0.720 -7.018 0.012
C 8.121 1.217 -5.676 0.022
N 7.360 0.707 -4.485 0.302
O 6.159 1.434 -4.408 0.624
C 9.609 0.785 -5.584 0.001
C 8.199 2.777 -5.711 -0.001
C 5.936 -1.124 -3.407 -0.001
H 8.900 -1.007 -3.373 0.001
H 7.984 -2.494 -3.526 0.000
H 8.864 -1.902 -4.908 0.000
H 5.453 -0.907 -6.009 0.002
H 6.439 -2.352 -5.865 0.001
H 8.278 -1.310 -7.073 0.000
H 6.800 -1.065 -7.979 0.001
H 8.172 1.010 -7.853 0.001
H 6.558 1.210 -7.204 0.003
H 10.040 1.052 -4.612 0.001
H 10.210 1.287 -6.353 0.000
H 9.771 -0.280 -5.746 0.000
H 7.227 3.246 -5.897 -0.001
H 8.862 3.119 -6.516 0.000
H 8.598 3.173 -4.770 0.000
H 6.242 -0.787 -2.409 0.000
H 5.788 -2.209 -3.357 0.000
H 4.951 -0.697 -3.629 -0.001
```

Results
2S+1: 4
Orbital gap in Ha: 0.160
⟨S²⟩: 3.764
LUMO energy in hartree: -0.0372
Max |F| in eV Å⁻¹: 8.97
HOMO in hartree: -0.19671
Net charge: -1



The highest max |F| belongs to which entry?
C48H79BBr2F13N3O10S